Record 1
The following is a quantum chemistry calculation of a structure of composition C12H16BrCl2GdN in a non-equilibrium geometry, from the OMol25 dataset.

Positions of all 33 atoms, in Å:
Gd  -1.621  2.721  0.941
Cl  -3.508  1.573  2.068
Cl  -1.606  4.879  -0.226
C  0.410  0.009  -2.534
H  1.246  0.711  -2.432
H  -0.596  0.400  -2.749
C  0.209  -1.251  -0.224
C  0.439  -1.172  -1.734
H  1.058  -1.149  0.452
C  -0.602  -2.120  -2.442
H  1.446  -1.623  -1.864
C  -2.007  -1.912  -1.903
H  -0.648  -1.913  -3.511
H  -0.274  -3.136  -2.255
C  -2.117  -2.422  -0.482
H  -2.310  -0.858  -1.949
H  -2.717  -2.459  -2.530
C  -1.027  -1.668  0.394
H  -3.135  -2.270  -0.075
H  -1.912  -3.507  -0.481
H  -1.586  -0.832  0.863
H  -0.824  -2.362  1.232
Br  4.588  1.819  0.198
C  2.933  1.889  1.204
C  2.922  1.660  2.591
C  1.694  1.648  3.262
C  0.535  1.922  2.546
N  0.550  2.168  1.198
C  1.748  2.138  0.521
H  3.858  1.469  3.107
H  1.640  1.415  4.332
H  -0.459  1.921  3.028
H  1.674  2.313  -0.547

LUMO energy (spin up / spin down): 2.78 / 2.34 eV
Gap between HOMO and LUMO (spin up / spin down): 4.82 / 8.42 eV
Strongest force on any atom: 3.052 eV Å⁻¹
⟨S²⟩: 16.792
2S+1: 8
Net charge: -1
HOMO energy (spin up / spin down): -2.0 / -6.1 eV

Atomic partial charges in e from the Löwdin method, atoms 1 to 2:
1 Gd 0.57
2 Cl -0.36

---

Record 2
The following is a quantum chemistry calculation of a structure of composition C23H60ClFNO15Sr2 in a non-equilibrium geometry, from the OMol25 dataset.

Positions of all 103 atoms, in Å:
Sr  -0.019  1.340  0.411
Sr  -3.144  -1.011  -2.766
C  1.867  -2.587  0.242
C  3.012  -2.365  1.251
C  4.246  -3.006  0.599
C  5.563  -2.748  1.210
C  5.723  -1.298  1.136
C  4.632  -0.492  1.977
N  3.238  -0.925  1.410
O  2.049  -0.169  1.931
C  4.826  0.976  1.507
C  4.804  -0.522  3.487
C  2.554  -3.104  2.542
H  0.967  -2.295  0.784
H  1.673  -3.644  0.057
H  1.832  -2.026  -0.692
H  4.211  -2.618  -0.419
H  4.270  -4.088  0.474
H  6.404  -3.227  0.708
H  5.422  -3.302  2.138
H  5.658  -0.871  0.135
H  6.735  -0.922  1.287
H  4.365  1.689  2.191
H  4.253  1.090  0.587
H  5.848  1.356  1.498
H  4.919  -1.554  3.817
H  3.932  -0.042  3.933
H  5.654  0.048  3.861
H  3.203  -3.231  3.409
H  2.077  -4.036  2.239
H  1.786  -2.473  2.990
Cl  -4.925  0.790  -1.014
F  -1.519  0.247  -1.384
C  -1.642  0.411  -5.439
C  -2.346  1.570  -4.697
O  -3.745  1.132  -4.588
O  -1.590  -0.750  -4.644
H  -0.558  0.519  -5.484
H  -2.069  0.251  -6.429
H  -2.388  2.490  -5.279
H  -1.743  1.880  -3.844
H  -4.056  1.519  -5.409
H  -1.100  -1.412  -5.138
C  -5.400  -1.672  1.953
C  -5.693  -3.153  1.706
O  -6.891  -3.576  2.319
O  -4.230  -1.381  1.205
H  -5.355  -1.274  2.967
H  -6.235  -1.115  1.527
H  -4.887  -3.740  2.145
H  -5.619  -3.366  0.640
H  -7.661  -3.255  1.843
H  -4.409  -0.522  0.815
C  -3.574  4.531  -0.801
C  -3.079  3.901  0.553
O  -2.391  2.616  0.360
O  -2.477  4.868  -1.664
H  -4.157  5.423  -0.571
H  -4.190  3.865  -1.405
H  -3.911  3.909  1.256
H  -2.406  4.525  1.141
H  -3.014  2.014  -0.054
H  -2.789  5.014  -2.560
C  -1.651  -0.066  2.997
C  -1.535  1.487  3.093
O  -0.283  1.885  2.723
O  -1.555  -0.373  1.576
H  -2.581  -0.384  3.467
H  -0.836  -0.516  3.564
H  -1.549  1.562  4.181
H  -2.430  2.022  2.775
H  0.287  1.679  3.468
H  -2.259  -0.927  1.232
C  2.807  0.709  -2.132
C  1.961  0.387  -3.385
O  0.840  1.328  -3.458
O  2.055  0.632  -0.938
H  3.281  1.690  -2.134
H  3.626  -0.011  -2.108
H  1.658  -0.660  -3.382
H  2.717  0.568  -4.149
H  0.415  1.250  -2.601
H  2.692  0.264  -0.321
C  -2.354  -3.828  -0.624
C  -1.019  -3.506  -1.372
O  -1.189  -3.199  -2.747
O  -3.302  -2.828  -0.910
H  -2.148  -3.792  0.446
H  -2.764  -4.817  -0.826
H  -0.320  -4.340  -1.437
H  -0.605  -2.620  -0.890
H  -1.668  -3.908  -3.182
H  -3.550  -2.407  -0.084
C  0.912  4.777  0.206
C  2.278  4.094  0.460
O  2.067  2.836  1.141
O  0.144  3.924  -0.647
H  1.108  5.650  -0.417
H  0.351  5.132  1.071
H  2.689  4.830  1.150
H  2.905  4.023  -0.429
H  2.823  2.790  1.730
H  -0.529  4.462  -1.070

LUMO energy: -2.82 eV
Gap between HOMO and LUMO: 5.14 eV
Strongest force on any atom: 4.978 eV Å⁻¹
Net charge: +1
HOMO energy: -8.0 eV

Atomic partial charges in e from the Löwdin method, atoms 1 to 2:
1 Sr 1.58
2 Sr 1.47

---

Record 3
The following is a quantum chemistry calculation of a cluster of 2 separate species, C5H17N2O in total in a non-equilibrium geometry, from the OMol25 dataset.

Positions of all 25 atoms, in Å:
N  -0.032  -1.081  -1.360
C  -0.670  0.245  -1.020
C  -2.095  -0.049  -0.430
C  -2.685  -1.474  -0.506
C  -2.192  0.465  1.004
C  0.348  1.158  -0.283
N  1.242  0.401  0.620
H  -0.769  -1.781  -1.335
H  0.556  -1.487  -0.600
H  0.478  -1.063  -2.233
H  -0.917  0.679  -2.056
H  -2.719  0.753  -0.946
H  -3.612  -1.403  0.116
H  -2.091  -2.265  0.068
H  -3.177  -1.775  -1.435
H  -2.868  -0.063  1.661
H  -2.393  1.544  1.057
H  -1.249  0.344  1.589
H  -0.002  2.096  0.156
H  0.934  1.595  -1.145
H  2.174  0.800  0.814
H  0.876  0.452  1.603
H  7.439  0.447  0.966
H  6.340  0.476  2.015
O  7.084  0.988  1.681

LUMO energy (spin up / spin down): -7.69 / -14.16 eV
Gap between HOMO and LUMO (spin up / spin down): 8.02 / 1.55 eV
Strongest force on any atom: 5.074 eV Å⁻¹
⟨S²⟩: 0.754
2S+1: 2
Net charge: +2
Energy relative to the best compared isomer or geometry (same formula, charge and spin): 4.0769 eV
HOMO energy (spin up / spin down): -15.7 / -15.7 eV

Atomic partial charges in e from the Löwdin method, atoms 1 to 2:
1 N 0.23
2 C -0.21

---

Record 4
The following is a quantum chemistry calculation of a structure of composition C20H40NP3ReS2 in a non-equilibrium geometry, from the OMol25 dataset.

Positions of all 67 atoms, in Å:
Re  0.143  0.041  -0.780
P  1.907  1.172  0.033
P  -1.174  0.091  1.051
P  -0.911  1.777  -1.669
H  0.468  -1.669  -5.521
C  0.184  -1.250  -4.516
C  1.384  -0.537  -3.965
H  2.016  -0.222  -4.795
C  3.451  0.358  0.629
C  1.682  2.308  1.483
C  2.732  2.309  -1.170
C  -2.662  -1.007  0.853
C  -0.550  -0.576  2.668
C  -2.034  1.592  1.716
C  -0.549  2.241  -3.413
C  -0.808  3.475  -0.942
C  -2.717  1.504  -1.886
H  -0.660  -0.593  -4.742
H  1.119  0.371  -3.386
H  3.676  -0.531  0.035
H  3.347  0.083  1.683
H  4.278  1.068  0.521
H  1.481  1.727  2.391
H  0.866  3.023  1.324
H  2.620  2.861  1.618
H  3.090  1.719  -2.023
H  3.593  2.753  -0.659
H  2.063  3.100  -1.525
H  -3.315  -0.961  1.739
H  -2.329  -2.044  0.705
H  -3.228  -0.690  -0.032
H  -1.246  -0.339  3.490
H  0.420  -0.133  2.913
H  -0.428  -1.665  2.632
H  -2.652  1.345  2.590
H  -2.687  2.042  0.965
H  -1.303  2.341  2.028
H  -1.127  3.121  -3.720
H  -0.793  1.410  -4.085
H  0.510  2.476  -3.542
H  -1.343  4.161  -1.616
H  0.236  3.809  -0.861
H  -1.282  3.516  0.046
H  -3.049  2.098  -2.747
H  -3.281  1.806  -0.997
H  -2.898  0.443  -2.099
C  1.189  -3.008  -3.098
C  -0.086  -2.492  -3.649
C  -0.908  -3.545  -4.372
C  -0.734  -4.863  -4.062
C  0.182  -5.226  -3.046
C  1.122  -4.288  -2.589
S  2.485  -1.740  -3.057
H  2.577  -0.971  -1.813
H  -0.653  -2.205  -2.737
H  -1.649  -3.206  -5.115
H  -1.309  -5.665  -4.544
H  0.231  -6.239  -2.638
H  1.816  -4.517  -1.788
S  -0.188  -4.409  0.593
C  1.342  -3.839  1.241
C  1.600  -2.545  0.861
N  0.626  -2.011  0.011
C  -0.330  -2.908  -0.268
H  1.969  -4.424  1.900
H  2.441  -1.908  1.127
H  -1.115  -2.745  -1.011

LUMO energy (spin up / spin down): -13.99 / -15.05 eV
Gap between HOMO and LUMO (spin up / spin down): 4.99 / 5.88 eV
Strongest force on any atom: 6.277 eV Å⁻¹
⟨S²⟩: 3.800
2S+1: 4
Net charge: +4
Energy relative to the best compared isomer or geometry (same formula, charge and spin): 0.5556 eV
HOMO energy (spin up / spin down): -19.0 / -20.9 eV

Atomic partial charges in e from the Löwdin method, atoms 1 to 2:
1 Re 0.79
2 P 0.66